A) Computed, not measured: a gas-phase ion, C5H13N2 (charge +1), with the ωB97M-V functional and the def2-TZVPD basis.

Structure (ORCA input):
```
! RIJCOSX wB97M-V def2-TZVPD def2/J DEFGRID3
* xyz 1 1
H 1.4215 0.7097 -1.2186
N -1.1521 -0.5154 -0.1570
H -1.2484 2.6349 -0.6153
C 1.2352 -1.5941 0.0898
H 0.7879 -2.3871 -0.5818
C 0.3373 -0.4126 0.2940
N -1.6811 1.7418 -0.8726
H -1.3459 -1.5126 -0.4525
C 0.4301 -0.0100 1.7187
H -0.0063 -0.7508 2.3925
H 0.5081 1.8030 -0.2719
H -0.8915 0.2112 -2.3165
H 1.4974 -0.0133 1.9031
H -1.9053 -0.2556 0.4345
H -2.5865 1.8389 -1.2374
C 0.5142 0.8217 -0.6894
H 0.0026 0.9842 1.7978
H 1.4937 -2.1666 0.9830
H 2.2162 -1.3036 -0.2827
C -0.8495 0.6408 -1.2417
*
```

## Properties
Lowest unoccupied orbital energy: -2.893 eV
SMILES: CC1(C)C[C@H](N)[NH2+]1
Kohn-Sham gap: 11.57 eV

***

B) Computed, not measured: a molecular structure, C5H13N2, with the ωB97M-V functional and the def2-TZVPD basis.

Structure (ORCA input):
```
! RIJCOSX wB97M-V def2-TZVPD def2/J DEFGRID3
* xyz 1 1
H 0.3632 1.9538 -0.7445
C -1.6437 0.2874 -0.8258
H -2.4074 -0.5025 -1.3058
C 0.3581 0.0332 1.5673
H 2.5254 -0.7197 0.5899
H 1.7612 0.9242 -0.9692
H -0.4148 -1.7052 0.4085
N 1.7600 -1.3005 0.2379
H -1.4924 -0.8163 2.0295
H -1.9262 0.4758 0.2449
H 0.0454 -0.7241 -1.7808
H 2.0827 -1.7051 -0.5932
N -0.2092 -0.1420 -1.0118
C 0.6772 0.9832 -1.3061
C -0.7694 0.0492 2.2463
H -1.0235 0.8354 2.9545
C 0.4604 -0.9568 0.5480
H 1.0114 0.8040 1.5293
H 0.6188 1.0978 -2.4528
H -1.7772 1.1281 -1.3661
*
```

## Properties
Lowest unoccupied orbital energy: -3.379 eV
Kohn-Sham gap: 10.96 eV

***

C) Computed, not measured: a gas-phase ion, C5H13N2 (charge +1), with the ωB97M-V functional and the def2-TZVPD basis.

Structure (ORCA input):
```
! RIJCOSX wB97M-V def2-TZVPD def2/J DEFGRID3
* xyz 1 1
H -2.6033 -0.5737 0.0075
N 1.8109 -1.8855 0.6747
N -1.9849 0.2704 -0.1127
C 0.9118 0.4112 1.4562
C 0.3017 -0.5859 -0.8297
H 0.1278 1.1536 1.4769
H 1.0326 0.0875 2.6187
H -0.0960 -1.2697 1.1752
H -2.6511 1.0299 -0.4005
H 2.6525 -1.3974 1.0362
C 0.8496 -0.8354 0.6673
C -0.8394 1.6287 -1.6654
H -0.3743 -1.3998 -1.0727
C -0.6792 0.5369 -0.8792
H 1.1425 -0.4254 -1.6208
H -0.0936 2.2928 -2.1653
H -1.5591 0.4299 0.9093
H 1.8123 0.9203 1.2140
H 2.0107 -2.1850 -0.3162
H -1.7717 1.7965 -2.1735
*
```

## Properties
Lowest unoccupied orbital energy: -3.702 eV
SMILES: C=C([NH3+])C[C@H](C)N
Kohn-Sham gap: 9.24 eV

***

D) Computed, not measured: a gas-phase ion, C5H13N2 (charge +1), with the ωB97M-V functional and the def2-TZVPD basis.

Structure (ORCA input):
```
! RIJCOSX wB97M-V def2-TZVPD def2/J DEFGRID3
* xyz 1 1
N -0.1001 1.1071 2.7130
C 0.9175 0.7823 1.6313
C 0.8229 -0.3235 0.8727
H 1.6916 1.5695 1.6870
H 1.4959 0.7176 -0.8639
H -1.0801 1.2021 2.4327
H -2.3982 -0.3380 -1.1351
H 0.0613 -1.9379 -2.4435
H -0.6157 0.9260 -1.6591
H 0.0045 0.4393 3.4923
H -1.2535 -0.9791 -3.0764
C 0.9585 -0.1989 -0.6212
H 0.1705 2.0257 3.0647
H 1.4745 -1.1317 -0.9415
H -1.5355 -1.2818 -0.1010
C -0.2345 -0.9112 -2.7208
N -1.5525 -0.3885 -0.5837
C -0.3657 -0.1135 -1.3867
H 0.5271 -0.4328 -3.3093
H 0.8433 -1.1971 1.5378
*
```

## Properties
Lowest unoccupied orbital energy: -4.340 eV
SMILES: C[C@@H](N)C/C=C/[NH3+]
Kohn-Sham gap: 8.28 eV

***

Ranking the structures above by energy, A) is first and the second is 1.653 eV behind.